1.
DFT (wB97M-V/def2-TZVPD) results for a cluster of 21 separate species, C13H49N7O20S in total in a non-equilibrium geometry.

The geometry in XYZ format:
```
90
Properties=species:S:1:pos:R:3:forces:R:3
N -3.098682 -7.318511 2.280611 -1.59 11.45 -3.49
N 1.020031 6.210685 -0.035993 -5.82 -8.26 -2.40
N -3.258638 -6.089311 1.908043 0.57 -5.92 1.51
N -0.521087 4.268306 -0.596764 2.65 4.43 0.89
N -3.598392 -4.849168 1.447886 -2.63 -7.45 2.32
N 0.323973 5.213554 -0.311195 3.47 5.16 1.76
S -2.511834 -0.055182 0.058200 -1.91 -0.38 -0.35
C -0.287202 -3.403480 0.956485 -0.19 1.78 0.13
C -1.994980 -1.629413 0.505795 2.14 -1.81 0.88
C -1.229872 -4.277814 1.453550 -2.73 1.83 -1.15
C -3.008732 -2.529743 0.807483 0.77 -3.47 1.37
C -0.553573 -1.968624 0.581519 -5.47 -6.43 1.57
C -2.688099 -3.913561 1.363629 6.16 3.92 -1.78
C 1.084456 2.397744 -0.296106 3.79 1.56 0.09
C -1.183553 2.113327 -0.046152 -0.95 0.91 1.25
C 1.380886 1.073346 -0.035757 -1.41 -1.25 -0.38
C -0.128815 2.989715 -0.209650 -1.21 -1.88 -0.68
C -1.047554 0.762255 0.140068 2.76 0.70 -0.54
C 0.258622 0.200782 0.146059 0.79 0.54 -0.01
N 0.436994 -1.203391 0.332656 3.89 4.17 -0.87
C 1.772827 -1.668456 0.687985 0.14 -0.28 -0.86
H 0.685529 -3.912496 0.887272 -0.21 1.08 -0.05
H -0.808839 -5.251013 1.713379 -0.89 0.01 0.06
H -4.058972 -2.245579 0.625536 0.53 -0.31 0.29
H 1.978187 3.034757 -0.510419 -0.80 -0.42 0.06
H -2.164011 2.553922 0.115613 -0.14 -0.10 -0.54
H 2.440004 0.740144 -0.151164 -1.17 0.23 0.27
H 2.001077 -2.568507 0.126218 0.10 -0.15 0.07
H 1.849583 -1.859839 1.735288 -0.44 -0.50 0.76
H 2.582515 -0.988777 0.502121 -0.34 0.48 -0.59
O 3.122452 4.886001 -2.944191 1.97 0.22 -0.19
H 3.533234 5.161385 -2.061478 -0.43 0.16 -1.47
H 3.767960 5.133408 -3.683022 -1.11 -0.55 1.80
O 1.251738 6.615666 -3.381489 1.46 0.73 -1.52
H 1.643810 7.221169 -4.091002 -0.85 -1.46 1.61
H 1.886110 5.839527 -3.243865 -0.62 1.22 -0.24
O 3.668349 4.711361 1.157969 -1.09 -1.03 2.01
H 2.877930 5.096853 1.658365 1.66 -1.09 -0.86
H 3.941933 3.851326 1.615409 -0.73 1.86 -0.92
O 3.236839 0.284556 2.922806 0.15 -0.18 1.77
H 3.600963 0.720716 3.760026 -0.85 -1.18 -1.79
H 2.775367 -0.575174 3.190516 0.72 1.96 -0.11
O -5.914933 0.448712 -0.396526 0.05 -0.59 -1.80
H -5.072418 0.601362 -0.935621 -1.93 -0.26 0.74
H -6.628273 0.093992 -1.020288 1.79 0.89 1.00
O 4.033941 6.583011 -0.735330 -1.32 0.20 0.91
H 3.979985 5.887651 -0.002308 0.03 1.39 -1.04
H 3.298787 7.260951 -0.581360 1.49 -1.69 -0.25
O -1.241896 6.811878 -2.541894 0.40 -1.15 1.44
H -0.272705 6.745723 -2.824830 -1.42 -0.12 0.54
H -1.380718 6.200791 -1.747500 0.43 1.30 -1.97
O 2.014923 2.381672 -3.917270 -1.45 1.14 0.73
H 2.302318 3.212174 -3.415841 -0.81 -1.51 -0.94
H 1.003537 2.358545 -3.935233 2.27 0.33 0.20
O 4.489444 -0.170101 0.314755 -0.25 -1.28 1.18
H 4.154891 -0.247867 1.266484 0.99 0.16 -1.65
H 4.725300 -1.097777 -0.013192 -0.38 1.62 0.61
O -4.282917 -3.123714 -2.341539 1.22 -1.51 -0.74
H -3.277955 -3.183565 -2.240395 -2.19 -0.13 -0.39
H -4.594352 -3.925519 -2.874340 1.00 1.69 1.17
O 2.107014 -1.895046 4.039172 -1.46 -0.43 2.34
H 1.182877 -2.298382 4.123156 1.84 0.87 -0.05
H 2.438845 -1.671238 4.968451 -0.95 -0.65 -1.79
O 3.753845 -5.440886 -0.843870 0.03 0.33 2.15
H 4.268922 -4.714264 -0.363788 -1.46 -1.68 -0.84
H 3.196619 -5.936534 -0.160065 1.35 1.29 -1.31
O 4.248501 -2.835674 2.654737 -0.18 0.34 1.47
H 4.761914 -2.931545 3.521326 -1.42 0.33 -1.83
H 3.344798 -2.433001 2.866715 2.15 -1.17 0.09
O -4.762343 2.866542 -2.000543 0.59 1.55 0.30
H -5.139836 3.372937 -1.210086 1.14 -0.68 -1.63
H -4.073742 3.454662 -2.451877 -1.61 -1.05 1.29
O -5.587869 -4.261673 3.505436 1.69 -0.62 0.84
H -4.889825 -4.446890 2.796782 -1.29 0.28 1.47
H -5.197127 -4.509810 4.405163 -0.63 0.46 -2.17
O 1.486041 -3.963075 -2.615279 -0.50 1.66 -1.17
H 1.057804 -3.999392 -3.531278 0.97 0.45 2.02
H 1.686956 -2.995183 -2.399458 -0.53 -2.03 -0.86
O -4.650941 4.536759 0.348782 0.44 1.11 1.90
H -4.510316 4.127733 1.263486 -0.33 1.17 -1.90
H -4.564443 5.541089 0.435971 -0.16 -2.25 0.08
O -6.630704 -1.709900 1.496143 1.43 1.22 0.55
H -6.136086 -1.588277 2.370397 -1.01 -0.15 -2.03
H -6.315484 -0.994718 0.853562 -0.30 -1.04 1.49
O -1.618954 -6.468932 -1.280393 -1.71 1.01 -0.59
H -2.327839 -6.793097 -1.925499 1.40 1.00 1.51
H -1.876926 -5.541569 -0.968608 0.31 -1.96 -0.83
O 5.114037 -2.544309 -0.966737 1.91 -1.01 -0.12
H 5.617065 -3.102311 -0.288980 -0.68 1.26 -1.62
H 5.701859 -2.434246 -1.782896 -1.09 -0.41 1.87
```
Positions in Å, forces in eV/Å.

The value obtained for the orbital gap is 5.9 eV. As for the total energy: -2810.66900 hartree. Its multiplicity is 1.



2.
DFT (wB97M-V/def2-TZVPD) results for a cluster of 6 separate species, C41H87F3I2O17SSi in total in a non-equilibrium geometry.

The geometry in XYZ format:
```
152
Properties=species:S:1:pos:R:3:forces:R:3
C 0.452952 6.317997 4.085089 0.07 0.07 -0.04
C 0.948027 5.097009 4.297002 0.10 -0.05 0.31
C 0.147550 4.001318 4.925601 0.03 0.00 0.76
Si -0.262951 2.703219 3.618265 0.78 0.72 -0.11
C -0.898598 3.596292 2.113007 -0.18 -0.24 -0.28
C -0.007372 3.541909 0.845781 -0.19 0.42 -0.03
C -0.819032 3.427222 -0.444196 0.11 0.31 -0.17
C -1.918357 4.494490 -0.561911 -0.35 -0.29 0.06
C 1.235163 1.598585 3.351032 -0.20 -0.05 0.14
I 3.010008 2.072388 4.383057 0.06 0.07 0.14
C 1.281159 0.520199 2.576621 0.14 -0.17 -0.08
C 2.412971 -0.436384 2.360314 -0.30 -0.38 -0.03
I -0.439068 0.041923 1.485641 0.00 -0.08 -0.13
S -1.903048 1.339451 4.433364 -0.35 -0.51 -0.53
O -2.960143 1.291503 3.448905 -0.16 0.33 0.08
O -1.364556 0.084325 4.894480 0.30 0.16 0.39
C -2.747798 2.090299 5.944069 -0.10 -0.42 0.14
F -3.212502 1.078988 6.675070 0.02 0.16 -0.06
F -3.770183 2.853417 5.576024 0.22 0.15 0.05
F -1.897980 2.800280 6.691244 -0.07 0.01 -0.05
H -0.244028 6.762534 4.787816 -0.89 -0.34 -0.63
H 0.749256 6.892046 3.215053 0.78 0.55 0.61
H 1.981530 4.890520 4.032861 -0.32 -0.40 -0.98
H 0.627817 3.499541 5.770717 0.01 0.08 0.04
H -0.810729 4.412976 5.257298 0.04 0.01 0.08
H -0.984139 4.641421 2.419413 -0.12 -0.05 0.15
H -1.913185 3.264467 1.876783 0.05 -0.16 0.07
H 0.754983 2.763924 0.894951 -0.05 -0.06 -0.01
H 0.525417 4.496685 0.784385 0.16 -0.10 0.11
H -1.253891 2.431182 -0.546096 0.04 -0.01 0.02
H -0.136392 3.568852 -1.285679 0.05 -0.20 0.02
H -2.009032 4.857871 -1.584867 0.09 0.06 0.02
H -1.755602 5.338492 0.110975 0.13 0.07 -0.13
H -2.896463 4.081690 -0.304421 0.02 0.03 0.08
H 2.007387 -1.426876 2.154917 0.02 0.00 -0.02
H 3.047323 -0.519161 3.241378 0.12 0.17 -0.10
H 2.998554 -0.152368 1.483367 0.10 0.12 0.11
C 0.345888 3.742783 -7.667366 0.08 -0.17 -0.10
O 0.144886 2.610634 -6.849156 -0.24 0.13 0.13
C 0.797821 2.648351 -5.596519 0.13 -0.09 -0.11
C -0.092346 2.174689 -4.468352 0.00 -0.16 0.07
O -1.176345 3.026087 -4.145483 0.02 0.11 0.16
C -2.247623 3.175825 -5.060569 -0.03 0.12 -0.08
C -3.111345 1.949814 -5.258938 -0.13 -0.05 -0.13
O -2.440780 0.924707 -5.966548 0.21 0.04 0.15
C -2.581182 -0.365760 -5.418770 -0.06 0.00 -0.09
H 1.257171 3.632237 -8.265790 0.02 0.15 0.01
H -0.507159 3.820318 -8.341381 0.02 -0.05 -0.04
H 0.402423 4.664590 -7.079954 0.03 -0.01 0.01
H 1.156701 3.659779 -5.374478 -0.04 0.01 -0.01
H 1.667439 1.977346 -5.633905 0.07 0.09 0.09
H 0.525966 2.162650 -3.566261 -0.01 0.01 0.01
H -0.424088 1.147760 -4.637791 -0.05 0.06 -0.17
H -1.905811 3.572210 -6.019038 0.05 -0.17 -0.04
H -2.887793 3.939209 -4.610426 0.01 0.00 0.02
H -3.991766 2.255020 -5.839761 -0.07 0.03 0.11
H -3.455497 1.588459 -4.283389 0.04 -0.01 0.01
H -2.529677 -0.347587 -4.324686 0.00 0.00 0.00
H -1.757855 -0.972810 -5.793807 -0.02 -0.01 -0.04
H -3.525921 -0.830314 -5.722142 -0.02 -0.01 0.06
C -3.003033 -2.836990 1.429940 0.03 -0.02 0.11
O -2.109783 -3.699982 2.096161 -0.18 -0.15 0.08
C -1.853450 -3.357997 3.448236 0.23 0.15 -0.08
C -1.927738 -4.550480 4.374632 0.07 0.04 -0.01
O -3.233393 -5.070282 4.549103 -0.10 -0.14 0.20
C -3.877871 -5.732571 3.476209 -0.11 0.08 -0.07
C -3.298174 -7.077393 3.098885 -0.03 -0.12 -0.15
O -2.031677 -6.964203 2.477724 0.07 0.18 0.18
C -1.054701 -7.860000 2.952992 -0.02 -0.03 -0.09
H -2.479309 -1.953093 1.057094 -0.10 0.05 -0.11
H -3.439459 -3.384187 0.594608 0.08 0.02 -0.05
H -3.812578 -2.502789 2.088032 -0.02 -0.02 0.00
H -2.557195 -2.594692 3.798010 0.00 0.01 -0.03
H -0.841586 -2.937127 3.512279 -0.05 0.08 0.13
H -1.639264 -4.191129 5.365796 -0.02 0.00 0.01
H -1.209567 -5.325588 4.096833 -0.10 0.00 -0.20
H -3.968889 -5.087505 2.600031 0.16 -0.05 -0.04
H -4.892724 -5.920735 3.839063 0.01 0.00 0.02
H -3.991458 -7.551052 2.391187 -0.06 -0.06 0.10
H -3.238514 -7.709063 3.992146 0.04 0.02 0.01
H -1.109472 -7.977222 4.040635 0.00 0.00 0.00
H -0.079074 -7.446846 2.698508 0.00 -0.02 -0.04
H -1.150916 -8.845826 2.484015 -0.01 -0.03 0.06
C 4.967232 1.733269 -14.000126 0.10 -0.03 0.00
O 5.399290 2.091264 -12.707723 -0.25 -0.03 0.09
C 5.327722 3.470943 -12.407244 0.19 -0.02 -0.06
C 4.764376 3.729769 -11.027049 0.10 0.03 0.10
O 3.392081 3.424232 -10.862765 -0.12 0.13 0.06
C 2.965036 2.072605 -10.870429 -0.11 -0.07 -0.15
C 3.407404 1.244591 -9.683753 0.06 -0.16 0.00
O 4.799378 0.984002 -9.711916 0.04 0.25 -0.02
C 5.465918 1.182870 -8.487509 0.00 -0.11 -0.01
H 5.777069 1.823806 -14.732347 -0.04 0.05 -0.04
H 4.645933 0.692449 -13.964373 0.05 -0.02 0.00
H 4.120233 2.345200 -14.326892 0.00 0.00 0.00
H 4.721555 4.000874 -13.150465 -0.03 -0.04 0.00
H 6.343546 3.888198 -12.433748 -0.05 0.12 -0.05
H 4.827916 4.808863 -10.863852 -0.01 0.00 0.01
H 5.379521 3.253813 -10.260565 -0.01 -0.14 -0.09
H 3.220632 1.578793 -11.810379 0.17 -0.04 0.08
H 1.874191 2.132629 -10.830976 0.00 0.00 0.03
H 2.877696 0.284177 -9.715301 -0.14 0.07 0.04
H 3.123829 1.758203 -8.757944 0.03 0.02 0.00
H 5.097562 2.074295 -7.967734 0.00 0.00 0.00
H 6.523701 1.323469 -8.708048 0.01 -0.05 0.00
H 5.358214 0.316097 -7.825626 -0.03 0.04 0.04
C 5.357553 -3.189435 2.940511 -0.09 0.06 0.02
O 5.811451 -2.177647 3.809762 0.23 -0.01 -0.09
C 6.324412 -2.631021 5.049562 -0.18 0.04 0.03
C 7.603521 -1.922552 5.441457 -0.01 0.12 0.09
O 8.742166 -2.220976 4.653962 0.08 -0.09 0.07
C 8.804527 -1.771672 3.312924 0.02 -0.10 -0.15
C 8.928490 -0.274945 3.130651 -0.04 0.08 -0.10
O 7.731404 0.387352 3.484772 -0.05 -0.10 0.17
C 7.876510 1.546552 4.271035 -0.08 -0.01 -0.16
H 4.316147 -3.460271 3.149357 0.02 -0.07 0.02
H 5.419557 -2.803268 1.922757 -0.04 0.02 0.01
H 5.978729 -4.088236 3.006334 0.00 0.00 0.00
H 6.500792 -3.711993 5.025980 0.02 0.01 -0.05
H 5.580538 -2.422420 5.830064 0.04 -0.12 0.08
H 7.861698 -2.280656 6.441301 0.00 0.00 0.00
H 7.438751 -0.845845 5.520453 -0.06 -0.01 -0.14
H 7.974406 -2.161773 2.719388 -0.09 0.12 0.07
H 9.720422 -2.216061 2.915049 0.00 -0.01 0.02
H 9.136912 -0.084592 2.069450 0.12 0.01 0.02
H 9.774187 0.101094 3.717052 -0.03 -0.01 0.05
H 8.661118 1.439565 5.027587 0.02 -0.04 -0.03
H 6.925437 1.696178 4.781213 -0.01 0.11 -0.01
H 8.091988 2.422258 3.649219 0.05 0.04 0.07
C -5.698583 -0.458197 4.655352 0.09 -0.05 -0.14
O -6.310518 -1.717438 4.473154 -0.20 0.05 0.23
C -5.824741 -2.748289 5.317445 0.13 0.03 -0.25
C -6.938166 -3.588902 5.899215 -0.01 -0.14 -0.10
O -7.767829 -2.938888 6.846395 -0.01 -0.05 0.16
C -8.649707 -1.919859 6.414471 0.02 0.15 0.02
C -9.812007 -2.382264 5.563037 -0.12 0.09 -0.11
O -9.406350 -2.796845 4.271917 0.18 -0.12 0.10
C -9.971077 -4.008744 3.831592 -0.04 0.07 -0.06
H -4.781810 -0.363780 4.062218 -0.03 0.01 0.09
H -6.404704 0.303774 4.324263 0.01 0.00 -0.06
H -5.460371 -0.274400 5.708405 -0.01 -0.01 0.01
H -5.220213 -2.332993 6.131573 -0.03 0.04 0.00
H -5.181441 -3.408118 4.723254 0.10 -0.06 0.16
H -6.456525 -4.395531 6.458001 -0.01 0.01 0.02
H -7.526150 -4.056861 5.105722 -0.01 0.16 -0.06
H -8.114689 -1.101137 5.928504 0.01 -0.10 -0.14
H -9.081103 -1.520248 7.336241 0.01 -0.01 0.01
H -10.502284 -1.535108 5.454095 -0.06 -0.04 0.11
H -10.341657 -3.189024 6.081949 0.03 -0.03 -0.01
H -10.022945 -4.747001 4.639199 0.00 0.00 0.00
H -9.329497 -4.402783 3.043823 -0.02 0.03 -0.03
H -10.976707 -3.858872 3.422178 -0.02 -0.04 0.04
```
Positions in Å, forces in eV/Å.

The value obtained for the orbital gap is 8.6 eV. Its structure (SMILES) is C=CC[Si@@](CCCC)(/C(I)=C(/C)I)S(=O)(=O)C(F)(F)F.COCCOCCOC.COCCOCCOC.COCCOCCOC.COCCOCCOC.COCCOCCOC. As for the total energy: -4475.73153 hartree. Its multiplicity is 1.